Record 1
12
Properties=species:S:1:pos:R:3:forces:R:3:nbo_charge:R:1 method="wB97M-V/def2-TZVPD" gap_ev=8.887 smiles="O=C([O-])[C@@H](O)[C@H](O)Cl" relative_energy_kcal_mol=25.0 e_homo_ha=-0.1869 total_charge=-1
Cl 2.059 0.888 -0.532 0.207 -0.247 -0.143 -0.19
O -0.445 -0.269 -1.837 2.261 -4.270 1.337 -0.72
O 1.034 -0.545 1.439 0.910 -0.512 0.941 -0.76
O -0.981 0.810 1.637 0.215 0.048 0.502 -0.76
O -1.532 1.587 -0.388 -0.269 0.362 -0.131 -0.74
C 1.068 -0.551 0.093 0.880 -1.491 -0.630 0.16
C -0.997 0.789 0.385 -0.363 -0.703 -2.049 0.77
C -0.301 -0.472 -0.439 -1.159 2.967 0.853 -0.09
H 0.299 0.112 1.828 0.272 -0.823 -1.184 0.51
H 1.486 -1.528 -0.389 0.333 1.740 1.144 0.16
H -0.920 0.495 -1.799 -2.492 4.155 -0.374 0.49
H -0.771 -1.317 0.000 -0.795 -1.225 -0.267 0.17

Record 2
134
Properties=species:S:1:pos:R:3:forces:R:3:mulliken_charge:R:1 method="wB97M-V/def2-TZVPD" gap_ev=10.490 smiles="CCOC(=O)C(F)(F)F.CCOC(=O)C(F)(F)F.CCOC(=O)C(F)(F)F.CCOC(=O)C(F)(F)F.CCOC(=O)C(F)(F)F.CCOC(=O)C(F)(F)F.CCOC(=O)C(F)(F)F.CCOC(=O)C(F)(F)F.CCOC(=O)C(F)(F)F.BrCCBr" e_homo_ha=-0.3801
Br 2.143 3.142 -6.692 0.061 -0.257 -0.529 -0.17
Br 2.618 2.906 -2.140 0.346 -0.069 -1.311 -0.15
F 6.551 3.035 1.617 0.513 -0.514 -0.309 -0.29
F -1.576 0.844 4.038 -0.553 0.274 -0.093 -0.07
F -5.176 2.743 0.666 -0.292 -0.801 0.584 -0.19
F 4.476 2.961 1.158 -0.508 -0.007 -0.040 -0.17
F -2.038 6.238 2.302 0.131 0.910 -0.290 -0.26
F -5.375 -5.310 -4.051 -0.344 0.962 -0.326 -0.25
F -0.308 -4.209 -3.441 -0.063 -1.305 1.226 -0.25
F -4.082 1.585 -1.909 -0.739 -0.825 0.061 -0.23
F -2.581 2.687 -0.849 0.284 -0.061 0.503 -0.02
F -6.478 -3.680 -5.095 0.403 -0.501 -0.281 -0.24
F -3.660 3.615 -2.420 -0.220 0.269 -0.712 -0.30
F -5.956 0.685 0.797 0.980 0.619 0.389 -0.30
F -2.113 4.349 1.341 0.011 -0.721 0.291 -0.24
F 5.188 2.613 3.172 -0.617 0.081 1.220 -0.25
F 3.797 -2.848 4.335 0.013 0.426 0.577 -0.23
F 1.481 -5.070 1.509 -0.519 0.521 -0.737 -0.27
F -3.940 1.230 1.549 -0.116 -0.508 0.188 -0.14
F -6.844 -4.071 -3.029 0.115 -0.234 0.025 -0.24
F -0.830 -2.158 -2.983 -0.693 -0.045 -0.022 -0.03
F -0.512 2.763 4.259 0.131 -1.348 -0.248 -0.28
F 1.321 -2.992 0.832 -0.487 -0.766 0.265 -0.16
F 4.107 -0.696 4.641 0.074 -0.876 0.278 -0.22
F 0.222 0.919 5.138 1.072 -0.386 1.465 -0.26
F -3.971 5.384 1.849 1.066 0.347 -0.702 -0.25
F 0.357 -4.540 -0.337 -0.104 0.090 1.561 -0.24
F 3.155 -1.861 6.210 0.896 -0.393 -0.904 -0.27
F -1.199 -3.081 -4.984 -0.374 0.748 0.454 -0.27
O -6.179 3.031 3.198 0.210 0.428 0.162 -0.51
O 1.225 0.151 2.669 -1.572 2.041 0.833 -0.51
O -0.271 1.606 1.835 -0.713 0.882 -1.222 -0.31
O 5.551 -2.616 6.978 -0.064 -0.079 -0.075 -0.55
O 6.480 -1.940 5.064 0.734 0.132 -0.470 -0.21
O 1.686 -3.452 -5.065 -0.275 1.300 0.524 -0.37
O 4.248 0.374 1.477 0.275 1.044 -0.239 -0.09
O -1.341 6.120 -0.518 -3.162 -0.369 1.563 -0.31
O 1.307 -1.410 -4.160 1.776 4.451 0.555 -0.38
O -2.569 1.431 -4.038 -0.613 -0.849 -2.005 -0.28
O -0.957 -2.820 1.939 -0.781 2.129 0.115 -0.15
O -1.145 -4.988 2.362 0.131 -0.683 0.337 -0.55
O -4.164 -2.379 -4.384 0.709 0.396 -1.339 -0.49
O 6.455 0.273 1.987 1.977 -1.258 -0.067 -0.51
O -3.635 6.153 -0.804 0.411 -0.217 0.533 -0.54
O -4.724 -2.827 -2.269 -0.359 -0.480 -0.468 -0.38
O -6.060 0.811 3.489 -0.157 -1.354 -0.695 -0.28
O -0.834 1.945 -2.591 -2.977 -0.325 -2.044 -0.17
C 3.955 -3.040 -4.200 0.796 -0.945 -1.399 -1.13
C -4.781 -2.993 -3.586 -0.760 -0.230 1.408 0.41
C 5.472 -2.199 5.852 0.555 -0.434 1.555 0.06
C 2.095 2.218 -4.976 -0.253 2.257 0.250 0.52
C -2.015 1.912 -2.991 3.123 0.826 2.900 0.21
C 5.485 0.866 1.702 -2.562 0.351 0.491 0.27
C 3.198 2.879 -4.136 -0.714 -1.106 1.697 -0.70
C -1.269 6.518 -1.891 1.260 -0.001 0.882 -0.60
C -4.389 0.734 5.105 1.602 0.667 0.254 -0.48
C -1.582 -2.316 4.247 -0.813 0.134 -0.529 -1.33
C -2.665 5.991 -0.126 1.328 0.781 0.631 0.45
C -2.095 -2.476 2.787 2.246 2.098 1.215 -0.04
C -5.879 1.937 2.850 0.385 0.247 -1.644 -0.01
C 5.419 2.386 1.901 0.132 0.723 -1.049 0.81
C 3.026 -2.971 -5.470 -0.169 -0.618 3.336 -0.18
C 7.812 -2.200 5.687 -0.529 3.566 -0.032 -0.29
C 4.239 -1.446 -0.085 -1.727 -1.088 0.552 -1.34
C 0.998 -2.492 -4.395 -1.335 -4.847 -0.843 0.20
C 0.142 1.421 0.443 0.755 1.449 0.114 -0.27
C -0.319 0.142 -0.152 -0.583 -2.484 1.055 1.24
C -0.967 5.295 -2.704 -0.290 -0.379 -0.567 -0.58
C -2.698 5.551 1.391 -1.016 -1.219 -0.367 0.90
C -2.505 0.132 -6.265 1.125 0.787 0.699 -1.35
C 4.119 -1.912 5.259 -1.580 1.203 -0.843 1.17
C -5.201 1.633 1.437 -1.331 0.928 -0.364 1.14
C -0.591 -4.048 1.886 -0.144 -0.837 -1.154 0.17
C -5.840 0.830 4.885 -1.334 0.343 1.398 -0.39
C -1.760 0.909 -5.131 0.389 -1.625 -0.549 0.12
C -3.026 -2.706 -0.686 -0.153 0.276 1.867 -0.45
C -0.361 1.408 4.099 -0.294 1.064 -0.797 0.65
C 8.869 -1.616 4.748 0.174 -1.593 0.368 -1.14
C -3.780 -1.884 -1.652 -1.214 0.061 -1.410 0.31
C 0.641 -4.162 0.953 1.471 -0.160 -0.530 1.03
C 4.115 -1.056 1.383 1.408 0.033 -0.722 -0.11
C -5.890 -4.057 -3.966 0.280 0.392 0.880 0.77
C -0.390 -2.998 -3.901 1.175 0.020 -1.953 0.85
C -3.111 2.467 -2.042 0.418 0.196 0.361 0.74
C 0.356 1.022 2.787 1.843 -2.682 -0.177 0.47
H -6.417 0.011 5.363 0.196 0.525 -0.571 0.31
H -1.814 0.060 -7.120 -0.233 0.353 0.243 0.38
H -0.419 7.239 -1.771 -0.745 -0.457 -1.170 0.26
H -3.788 -3.006 0.058 0.406 -0.606 -0.399 0.51
H -3.420 0.566 -6.552 -0.966 0.964 -0.561 0.42
H 8.738 -0.577 4.610 -0.571 1.084 -0.409 0.30
H 1.219 1.581 0.400 0.136 -0.502 0.180 -0.10
H 2.226 1.170 -5.106 0.203 -0.645 -0.118 0.01
H 5.038 -3.097 -4.455 -0.734 0.182 -0.277 0.42
H -2.758 -0.876 -6.032 0.016 -0.788 0.788 0.26
H 3.984 2.126 -4.109 0.540 0.767 0.033 0.34
H 7.830 -3.212 5.856 0.451 -2.421 0.331 0.37
H -2.438 -2.019 -0.081 0.685 -0.073 -0.168 -0.33
H 5.171 -1.106 -0.437 1.111 0.575 -0.705 0.62
H -3.877 -0.236 4.978 -0.512 0.452 -0.585 -0.05
H -0.259 2.324 -0.006 -0.341 -0.209 -0.330 -0.04
H 1.086 2.442 -4.649 0.104 -0.147 0.433 -0.39
H 0.259 -0.191 -1.038 -0.312 0.539 0.440 0.19
H 3.388 -1.006 -0.653 0.678 -0.363 0.191 0.14
H 3.862 -2.216 -3.546 -0.420 1.051 0.588 0.28
H -1.797 4.582 -2.920 0.539 0.905 0.748 -0.10
H -3.946 1.569 4.509 0.202 -0.945 0.325 0.18
H -2.461 -2.121 4.847 -0.174 -0.183 0.400 0.28
H -1.002 -3.110 4.669 -0.283 -1.279 -0.140 0.48
H -4.182 0.995 6.127 0.103 0.201 0.663 0.42
H -3.241 -1.330 -2.418 0.289 -0.398 -0.120 -0.09
H 3.501 3.928 -4.296 -0.327 -0.874 -0.308 0.53
H -2.219 6.963 -2.154 0.152 0.433 -0.325 0.39
H -0.170 -0.695 0.646 -0.255 1.321 -1.411 -0.23
H 3.335 -3.694 -6.169 0.342 -0.404 -1.186 0.35
H 2.872 -1.964 -5.782 0.391 0.555 -0.758 0.24
H 3.206 -1.374 1.840 -0.733 0.223 0.312 0.17
H -2.435 -3.564 -1.052 -0.381 0.614 -0.025 0.26
H 4.243 -2.563 -0.189 -0.223 0.927 0.092 0.36
H -1.159 1.715 -5.504 0.006 0.621 -0.344 0.40
H -1.056 0.175 -4.747 0.151 0.135 0.599 -0.06
H -0.907 -1.515 4.456 0.238 1.090 -0.686 0.16
H -1.406 0.163 -0.406 0.804 0.051 0.133 -0.59
H 4.962 -1.418 1.938 0.179 -0.712 0.296 0.37
H -2.842 -3.200 2.717 -1.086 -1.285 -0.206 0.66
H -6.193 1.814 5.270 0.028 -0.793 -0.110 0.34
H -4.455 -1.155 -1.193 0.320 -0.105 0.350 0.16
H 8.860 -2.164 3.802 -0.060 0.323 -0.032 0.29
H 3.799 -3.945 -3.610 -0.397 -0.061 -0.240 0.33
H -2.465 -1.486 2.421 0.380 -0.885 0.113 -0.05
H 7.781 -1.665 6.665 0.172 -0.495 -0.683 0.33
H -0.718 5.678 -3.653 0.490 0.374 -1.584 0.62
H -0.088 4.766 -2.365 0.083 -0.211 0.359 0.24
H 9.890 -1.688 5.143 -0.317 -0.400 0.268 0.40

Record 3
14
Properties=species:S:1:pos:R:3:forces:R:3:nbo_charge:R:1 method="wB97M-V/def2-TZVPD" gap_ev="7.892 / 7.894" relative_energy_kcal_mol=111.8 e_homo_ha="-0.4541 / -0.4541" total_charge=+1
S 2.019 -0.054 -0.509 -0.072 0.322 0.713 0.80
N -0.497 -1.257 -0.806 -0.662 1.653 -0.524 -0.70
C -1.728 1.183 0.311 0.227 1.727 0.456 -0.20
C -2.418 0.874 -0.616 -0.231 -0.068 0.454 -0.29
C 0.502 -0.539 -0.059 1.236 -0.579 -0.885 -0.52
C 2.447 1.145 0.529 -0.780 -0.227 0.248 -0.69
H 3.540 1.391 0.673 -1.654 -0.245 -0.284 0.29
H 0.017 -0.103 0.722 -0.498 1.114 2.437 0.21
H 1.567 1.500 1.170 1.943 -0.241 -0.700 0.24
H -0.850 -2.046 -0.257 0.263 -0.378 -0.753 0.45
H -1.328 -0.567 -0.948 0.893 -0.819 0.526 0.44
H -0.178 -1.386 -1.745 0.131 -1.340 -0.756 0.44
H -1.187 1.811 1.012 -0.199 -0.716 -0.214 0.27
H -3.175 0.592 -1.281 -0.598 -0.202 -0.717 0.27